Computed, not measured: a structure of composition C25H48IrOP2, with ωB97M-V/def2-TZVPD.

Structure (ORCA input):
```
! RIJCOSX wB97M-V def2-TZVPD def2/J DEFGRID3
* xyz 1 5
Ir -0.561 -0.402 -1.348
C -1.883 1.656 0.457
C -2.256 0.756 -0.652
C -1.974 -0.455 1.351
C -1.803 0.911 1.638
C -2.257 -0.627 -0.077
C -1.836 3.133 0.350
H -1.520 3.428 -0.660
H -1.121 3.554 1.075
H -2.808 3.626 0.546
C -1.639 1.471 3.012
H -1.501 2.555 3.012
H -0.787 1.013 3.534
H -2.525 1.254 3.624
C -2.076 -1.520 2.368
H -3.071 -1.542 2.845
H -1.331 -1.380 3.157
H -1.917 -2.495 1.910
C -3.185 -1.704 -0.554
H -4.236 -1.366 -0.607
H -3.144 -2.567 0.123
H -2.893 -2.034 -1.555
C -3.148 1.219 -1.746
H -4.096 1.585 -1.340
H -3.367 0.406 -2.443
H -2.681 2.058 -2.278
C 1.302 0.332 -1.817
C 0.199 1.272 -2.096
C -0.275 1.479 -3.514
C -1.126 0.314 -4.065
C -1.177 -0.905 -3.176
C 0.033 -1.679 -2.957
C 1.325 -1.357 -3.655
C 2.091 -0.209 -2.977
H 0.597 1.703 -4.146
H -0.752 0.027 -5.051
H -0.840 2.431 -3.513
H 2.324 0.603 -3.690
H 1.912 0.556 -0.943
H 0.175 2.117 -1.445
H 3.076 -0.566 -2.627
H 1.962 -2.255 -3.680
H -0.118 -2.743 -2.795
H 1.125 -1.097 -4.704
H -2.140 0.706 -4.193
H -2.106 -1.469 -3.202
P 1.665 1.614 1.378
C 1.510 2.644 2.872
H 2.403 3.265 2.976
H 1.384 1.998 3.740
H 0.627 3.284 2.773
C 3.381 0.977 1.419
H 4.033 1.732 1.867
H 3.735 0.748 0.408
H 3.391 0.065 2.018
C 1.896 3.003 0.191
H 2.108 2.628 -0.814
H 2.720 3.645 0.516
H 0.977 3.594 0.137
P 1.045 -2.015 0.758
C -0.083 -3.180 -0.122
H 0.495 -3.974 -0.604
H -0.650 -2.644 -0.901
H -0.813 -3.606 0.570
C 2.575 -2.207 -0.242
H 2.402 -1.936 -1.283
H 2.931 -3.240 -0.181
H 3.328 -1.535 0.178
C 1.447 -3.148 2.130
H 1.718 -4.143 1.765
H 0.560 -3.216 2.771
H 2.269 -2.714 2.704
C 1.000 -0.694 4.330
O 1.004 -0.405 2.970
H 1.412 -1.687 4.519
H -0.027 -0.688 4.769
H 1.591 0.043 4.888
*
```

Values from the calculation:
* LUMO energy (alpha / beta): -2.41 / -5.58 eV
* HOMO level (alpha / beta): -9.3 / -10.5 eV

These are the Mulliken partial charges, in e, on atoms 1 to 6: -0.266, 0.320, 0.387, 0.015, 1.440, 1.984

=====

Computed, not measured: a structure of composition C44H46BrN2OP2PbS, with ωB97M-V/def2-TZVPD.

Structure (ORCA input):
```
! RIJCOSX wB97M-V def2-TZVPD def2/J DEFGRID3
* xyz 3 1
Pb -0.645 2.334 -0.657
C 4.731 -3.710 -4.632
S 3.759 -3.870 -3.119
C 4.664 -2.746 -1.993
C 3.709 -2.081 -1.009
C 2.677 -1.219 -1.746
N 1.747 -0.428 -0.915
P 2.126 1.173 -0.356
C 3.801 1.050 0.354
C 4.935 1.109 -0.462
C 6.191 0.967 0.105
C 6.322 0.773 1.475
C 5.197 0.711 2.283
C 3.934 0.849 1.725
C 2.392 2.182 -1.849
C 1.700 1.947 -3.041
C 1.768 2.861 -4.084
C 2.520 4.019 -3.945
C 3.192 4.273 -2.756
C 3.116 3.371 -1.706
P 0.479 -1.040 0.035
C 0.890 -2.708 0.639
C 1.404 -2.836 1.928
C 1.827 -4.075 2.382
C 1.733 -5.187 1.554
C 1.210 -5.061 0.273
C 0.777 -3.830 -0.189
C -0.821 -1.417 -1.143
C -0.759 -1.191 -2.509
C -1.873 -1.332 -3.312
C -3.174 -1.517 -2.750
C -3.334 -1.715 -1.432
C -2.138 -1.908 -0.553
H 4.246 -4.334 -5.379
H 5.746 -4.066 -4.475
H 4.737 -2.676 -4.970
H 5.193 -2.010 -2.601
H 5.397 -3.340 -1.450
H 4.286 -1.467 -0.317
H 3.214 -2.857 -0.428
H 2.092 -1.871 -2.398
H 3.213 -0.507 -2.381
H 4.846 1.263 -1.528
H 7.071 1.016 -0.524
H 7.306 0.684 1.914
H 5.302 0.569 3.350
H 3.051 0.812 2.353
H 1.151 1.022 -3.174
H 1.236 2.671 -5.007
H 2.585 4.723 -4.763
H 3.776 5.177 -2.645
H 3.621 3.583 -0.772
H 1.497 -1.966 2.568
H 2.237 -4.173 3.378
H 2.072 -6.153 1.906
H 1.152 -5.924 -0.377
H 0.397 -3.739 -1.200
H 0.193 -0.938 -2.957
H -1.769 -1.251 -4.387
H -4.039 -1.470 -3.400
H -4.324 -1.822 -1.009
H -2.005 -2.995 -0.402
Br 0.282 4.822 0.003
C -1.428 5.506 0.678
C -1.481 6.835 0.959
C -2.694 7.371 1.431
C -3.783 6.562 1.586
C -3.730 5.191 1.240
C -4.885 4.377 1.306
C -4.847 3.068 0.915
C -3.635 2.505 0.477
C -2.468 3.235 0.418
C -2.512 4.612 0.773
H -0.613 7.468 0.832
H -2.750 8.426 1.658
H -4.714 6.965 1.964
H -5.808 4.823 1.653
H -5.750 2.470 0.933
H -3.628 1.458 0.171
O -2.281 -1.292 0.752
C -3.176 -1.629 1.660
C -3.173 -0.703 2.829
C -3.701 -1.295 4.139
C -5.226 -1.332 4.208
C -5.857 -1.895 2.932
C -5.095 -3.085 2.358
N -3.926 -2.680 1.537
H -3.739 0.196 2.554
H -2.135 -0.381 2.937
H -3.314 -0.686 4.954
H -3.286 -2.297 4.276
H -5.616 -0.326 4.372
H -5.520 -1.937 5.066
H -5.936 -1.122 2.161
H -6.872 -2.227 3.147
H -5.738 -3.650 1.685
H -4.767 -3.758 3.151
H -3.731 -3.305 0.765
*
```

Values from the calculation:
* LUMO energy: -10.62 eV
* HOMO level: -14.1 eV
* relative energy (zero: lowest compared OMol25 entry of this formula, charge and spin): 279.1 kJ/mol

These are the Mulliken partial charges, in e, on atoms 1 to 6: 1.009, -0.956, -0.040, -1.194, 0.329, -0.816

=====

Computed, not measured: a cluster of 2 separate species, C10H8Cl3O8P in total, with ωB97M-V/def2-TZVPD.

Structure (ORCA input):
```
! RIJCOSX wB97M-V def2-TZVPD def2/J DEFGRID3
* xyz 0 1
C 4.375 0.660 1.850
C 4.862 -0.739 2.498
Cl 6.359 -1.593 1.853
C 4.158 -1.312 3.585
Cl 4.724 -2.891 4.346
O 2.998 -0.652 4.153
C 1.857 -1.456 3.781
O 1.521 -2.345 4.582
O 1.257 -1.197 2.529
P -0.450 -0.906 2.690
O -0.815 0.744 2.440
Cl -1.252 -1.875 0.962
H 3.555 1.138 2.499
H 3.903 0.484 0.826
H 5.296 1.338 1.826
H -1.130 1.175 3.267
O -3.191 2.246 -5.236
C -3.068 1.540 -4.251
C -2.285 1.952 -3.081
C -2.160 1.142 -2.027
O -1.439 1.513 -0.933
C -2.802 -0.203 -2.001
O -2.651 -0.923 -1.028
C -3.604 -0.605 -3.160
C -3.733 0.206 -4.212
O -4.475 -0.152 -5.295
H -1.823 2.929 -3.114
H -1.499 0.759 -0.313
H -4.080 -1.577 -3.121
H -4.409 0.599 -5.915
*
```

Values from the calculation:
* LUMO energy: -1.64 eV
* HOMO level: -9.6 eV
* structure (SMILES): C/C(Cl)=C(/Cl)OC(=O)OP(O)Cl.O=C1C=C(O)C(=O)C=C1O

These are the natural (NBO) partial charges, in e, on atoms 1 to 6: -0.655, -0.020, 0.000, 0.204, -0.002, -0.513

=====

| no. | total energy (Eh) |
| --- | --- |
| 1 | -1843.1633 |
| 2 | -5735.8155 |
| 3 | -2709.6712 |